(1)
The following is a DFT calculation (ωB97M-V/def2-TZVPD) of a structure of composition C47H42MgN6P2Se2.

```
100
Properties=species:S:1:pos:R:3:forces:R:3
Mg -5.4909 20.6214 10.5852 -0.6676 -1.3962 -0.3505
Se -2.5034 20.7603 16.2187 0.4319 -0.2427 0.2466
P -1.1444 21.0320 14.5996 -1.3578 1.2405 1.8164
C 0.4186 20.1637 14.7652 -0.0946 -0.1523 0.4849
C 1.4988 20.5018 13.9502 0.7303 -0.5386 -0.3328
C 2.7226 19.8790 14.1708 -0.4482 -1.1559 0.9652
C 2.8262 18.8935 15.2033 -0.1070 1.0523 -1.0598
C 1.7716 18.6482 16.0656 -0.1724 0.1748 -0.0514
C 0.5668 19.3240 15.8897 0.1170 0.2684 -0.6388
C -0.6218 22.7859 14.5035 0.0752 -0.6642 -1.2413
C -0.4580 23.5676 15.6310 0.2720 -0.1842 0.6866
C 0.0606 24.8609 15.5241 -0.4270 -0.3957 -0.5313
C 0.3215 25.3787 14.2576 -0.1547 0.1320 -0.0985
C 0.0586 24.6194 13.1173 0.2281 -0.5428 0.4845
C -0.3392 23.2891 13.2296 -0.4639 0.6316 -0.0546
C -2.2284 20.7732 13.2031 -1.8921 1.1285 -1.8050
C -2.6112 19.7959 12.2884 1.0482 -0.4345 -0.0197
N -3.7054 20.1782 11.6362 -0.4058 1.9261 0.0855
N -4.0216 21.4283 12.0650 1.6580 -1.3286 1.5917
N -3.1782 21.7735 13.0361 0.2420 0.2550 -0.4950
P -1.9184 18.2611 11.6882 -1.8733 -1.3418 -1.1756
Se -3.0996 17.8481 9.9069 0.9911 -0.2747 0.4049
C -2.3267 17.0429 12.9992 0.5449 -0.2492 -0.5901
C -3.1986 15.9760 12.7050 0.0083 0.3952 0.2990
C -3.6024 15.1540 13.7603 0.6573 0.3414 0.2428
C -3.0683 15.3146 15.0559 -0.3962 0.4304 -0.3110
C -2.1713 16.3540 15.3017 0.1343 -0.2023 -0.3215
C -1.7902 17.2118 14.2701 0.0363 0.4225 0.3350
C -0.1625 18.3666 11.2901 0.1004 0.9011 -0.1858
C 0.6904 17.3016 11.5021 -0.1123 -0.1044 0.2879
C 1.9748 17.3195 10.9540 0.4312 -0.4260 0.2134
C 2.3900 18.3898 10.1577 -0.8776 0.1800 0.0909
C 1.4915 19.4427 9.8829 -0.0411 -0.0084 0.2392
C 0.2466 19.4620 10.4966 -0.4443 0.1475 0.5933
H 1.4504 21.1989 13.1052 -0.3528 -0.2185 0.4774
H 3.5491 20.0988 13.5098 0.1240 -0.0754 0.1162
H 3.7314 18.3266 15.3249 0.3394 0.0164 -0.0128
H 1.8841 17.9281 16.8723 -0.0142 0.1709 -0.0897
H -0.2555 19.2427 16.6069 0.1631 -0.1310 -0.4087
H -0.7046 23.1205 16.6054 0.0459 0.3531 -0.4352
H 0.1654 25.4667 16.4083 0.1909 0.0806 0.1174
H 0.6959 26.3946 14.1268 -0.1513 -0.2154 0.1706
H 0.1709 25.0488 12.1447 0.2077 0.2348 -0.4200
H -0.5524 22.7078 12.3179 0.1813 0.2414 0.5800
H -3.5850 15.8597 11.6723 0.2619 0.0895 0.8576
H -4.3286 14.3914 13.5611 -0.2029 -0.3603 0.0187
H -3.4175 14.7037 15.9000 0.2147 0.1367 -0.5615
H -1.7454 16.4965 16.2847 -0.0900 0.0203 0.1035
H -1.1131 18.0656 14.4873 -0.5326 -0.8165 -0.1994
H 0.3216 16.4950 12.1432 0.3892 0.0260 -0.3547
H 2.6338 16.4543 11.1735 -0.3320 0.8286 -0.2570
H 3.3920 18.4592 9.7641 0.0772 -0.2754 -0.1369
H 1.7355 20.2493 9.1821 0.1980 -0.2856 0.4723
H -0.4275 20.3472 10.4643 0.5226 -0.7840 -0.4810
C -7.2636 17.9232 7.2858 -0.2062 -0.6116 -0.1707
C -8.5180 17.6780 7.8464 0.7277 0.4533 0.1562
C -8.7610 18.0787 9.1526 0.1988 -0.0523 -0.2410
C -7.7277 18.6469 9.9088 0.7644 0.3187 -1.4383
C -6.5126 19.0624 9.2866 -0.1826 0.7153 1.6526
C -6.3090 18.6283 7.9942 0.2303 0.5968 -0.4327
C -7.8736 18.7820 11.3469 0.2587 0.4957 0.6397
C -8.8481 17.9494 11.9596 -0.5360 -0.4379 1.1976
C -9.0866 18.0467 13.3184 1.1636 0.5767 -1.6461
C -8.2568 18.9296 14.0476 0.5559 -0.1255 0.2189
C -8.2951 18.8934 15.4645 -0.7584 -0.1647 0.0355
C -7.5833 19.7576 16.2313 0.5799 0.6105 -1.1261
C -6.7579 20.7016 15.5503 -0.1308 -0.0342 0.3849
C -6.6152 20.6991 14.1860 0.8819 0.4055 -0.3267
C -7.2862 19.7529 13.3743 -1.0035 -0.6701 0.3347
N -7.0826 19.6431 12.0193 -0.9147 0.0606 0.0002
H -7.0160 17.5424 6.2984 -0.1836 0.0955 -0.0033
H -9.2695 17.1855 7.2721 -0.4892 -0.1893 -0.2879
H -9.7638 18.0009 9.5509 -0.0042 -0.2623 0.0741
H -5.3816 18.9235 7.5055 -0.0434 -0.2436 -0.1343
H -9.3580 17.1729 11.3664 0.2841 0.7491 0.3457
H -9.8599 17.4845 13.8051 -0.0875 -0.3294 0.2219
H -8.9541 18.1465 15.9130 0.1187 0.2599 -0.0200
H -7.6427 19.7582 17.2972 0.0168 -0.0583 0.4752
H -6.2132 21.4369 16.1419 -0.0404 -0.1586 -0.2178
H -5.9150 21.4167 13.7178 -0.4903 -0.5391 0.2980
C -6.2315 23.6905 10.2218 -0.3065 0.0215 -0.6016
C -6.3303 25.0744 9.4670 0.8538 -1.1589 -0.7831
N -5.7049 24.9998 8.1024 0.1211 -1.4507 0.7498
C -4.3341 24.4009 8.2577 -0.3816 -0.4759 0.5373
C -4.3623 22.9111 8.8385 -1.2270 0.2123 -1.0614
N -5.7708 22.5267 9.3226 0.2976 2.2935 -0.7031
C -6.6384 22.6113 8.0610 0.3774 -0.0650 0.2727
C -6.5211 24.0122 7.3199 0.9119 -0.4527 0.4675
H -7.2431 23.4701 10.5974 0.4294 -0.2899 -0.0078
H -5.5514 23.7840 11.0667 0.0935 -0.2892 -0.0055
H -5.8790 25.8671 10.0627 0.1292 -0.0122 -0.1293
H -7.3644 25.3109 9.3014 -0.5193 0.2557 0.0007
H -3.7461 25.0041 8.9669 -0.3499 0.0782 -0.3196
H -3.8106 24.4168 7.2911 -0.2793 0.0014 0.2425
H -3.6680 22.7986 9.6492 0.2746 0.0091 0.5260
H -4.0876 22.1814 8.0506 -0.1873 0.3216 0.4098
H -7.6734 22.4133 8.3381 0.0182 0.0761 0.2533
H -6.3613 21.7847 7.3956 0.1467 0.1702 0.2203
H -7.5258 24.3917 7.1463 0.0418 0.2564 0.0915
H -6.0406 23.8901 6.3312 -0.1652 0.0170 0.4877
```
Forces are in eV/Å.

Output
HOMO energy   -7.03 eV
Orbital gap   0.2609 Ha
2S+1   1
Maximum force   2.8 eV/Å
Net charge   0

Atomic partial charges in e from the Mulliken method, atoms 1 to 5:
1 Mg 1.616
2 Se -0.406
3 P 0.563
4 C 0.883
5 C -0.389


(2)
The following is a DFT calculation (ωB97M-V/def2-TZVPD) of a structure of composition C47H44FGeN2O4ReSi.

```
101
Properties=species:S:1:pos:R:3:forces:R:3
Re -0.3410 1.2558 -0.1829 -2.2242 0.5411 1.4627
C -2.0527 2.4638 4.5451 0.0046 0.0286 0.0371
C -2.3320 1.4653 3.4076 0.0603 -0.0182 -0.0210
C -3.7476 0.9208 3.5105 -0.0536 0.0350 0.0131
C -2.0249 2.1437 2.1004 0.0664 -0.1275 -0.1372
C -0.6968 2.4777 1.7920 0.2197 0.2054 0.4986
C -0.4017 3.3162 0.6817 0.5924 0.3784 0.1766
C -1.3850 3.6421 -0.2682 0.3491 -0.6234 -0.6071
C -1.0952 4.5217 -1.4489 0.0191 0.1849 0.0602
C -2.6968 3.1822 0.0040 -0.0964 0.0215 0.0057
C -3.0134 2.5109 1.1643 -0.0558 -0.0816 0.0152
H -2.2910 1.9963 5.4991 0.0059 -0.0094 -0.0011
H -2.6791 3.3510 4.4409 -0.0122 0.0036 0.0047
H -1.0103 2.7778 4.5770 0.0140 0.0092 -0.0128
H -1.6181 0.6389 3.5053 -0.0132 0.0095 -0.0112
H -4.4810 1.7280 3.5659 -0.0012 0.0054 0.0004
H -3.8474 0.3310 4.4200 0.0075 -0.0008 0.0060
H -3.9991 0.2772 2.6704 -0.0002 -0.0277 -0.0143
H 0.0887 2.2979 2.5170 -0.0583 -0.0261 0.0412
H 0.5706 3.7895 0.6328 -0.0532 -0.0083 -0.0410
H -0.1731 4.2360 -1.9511 -0.0160 0.0107 0.0116
H -0.9811 5.5542 -1.1122 -0.0325 0.0193 -0.0138
H -1.9075 4.4917 -2.1711 -0.0012 -0.0278 -0.0126
H -3.4822 3.4201 -0.7031 -0.0012 -0.0184 -0.0238
H -4.0437 2.2481 1.3540 -0.0185 0.0112 0.0087
C -3.9137 -4.5989 2.7285 0.0172 -0.0277 0.0018
C -3.0214 -4.7095 1.6687 0.0006 0.0059 0.0040
C -2.8749 -3.6542 0.7864 -0.0163 -0.0287 0.0368
C -3.6031 -2.4702 0.9536 0.1599 -0.0949 0.0512
C -4.5072 -2.3850 2.0153 -0.0416 0.0303 -0.0279
C -4.6619 -3.4443 2.8966 -0.0220 -0.0073 -0.0107
Si -3.3922 -1.0982 -0.2314 0.0075 -0.1699 -0.0540
C -3.8828 -1.2644 -1.9823 0.0792 -0.0013 -0.1343
C -3.2677 -2.1902 -2.8336 -0.0643 -0.0618 0.0284
C -3.6498 -2.2885 -4.1600 -0.0275 0.0142 -0.0318
C -4.6629 -1.4720 -4.6493 0.0036 -0.0176 -0.0168
C -5.2926 -0.5599 -3.8158 0.0029 -0.0166 -0.0009
C -4.8999 -0.4517 -2.4902 0.0134 0.0609 0.0234
H -4.0314 -5.4231 3.4189 -0.0016 -0.0053 0.0093
H -2.4473 -5.6170 1.5370 0.0157 -0.0141 -0.0179
H -2.1952 -3.7587 -0.0498 0.0896 -0.0039 -0.0568
H -5.1172 -1.4998 2.1508 0.0067 0.0224 0.0041
H -5.3683 -3.3719 3.7119 -0.0174 0.0098 0.0046
H -3.8169 0.1976 0.3124 -0.0062 0.0135 0.0221
H -2.4984 -2.8652 -2.4752 0.0009 0.0147 0.0169
H -3.1684 -3.0084 -4.8078 0.0184 -0.0116 0.0058
H -4.9675 -1.5542 -5.6841 0.0023 -0.0006 0.0001
H -6.0877 0.0647 -4.1995 -0.0079 0.0089 0.0085
H -5.3989 0.2674 -1.8495 0.0081 0.0154 0.0079
F 1.3272 -3.7833 1.9969 -0.0204 0.0114 0.0098
C 0.8798 -3.8174 0.7466 0.0600 0.0048 -0.0607
C 0.7925 -2.7127 0.0117 0.1812 -0.0399 0.1507
N 0.3443 -2.7387 -1.2977 -0.2451 -0.0279 0.0756
C 0.1495 -1.5092 -2.0102 0.1123 -0.0782 -0.1894
C -0.8846 -0.5974 -1.4043 -0.1109 -0.2702 -1.1532
O -1.1625 0.5166 -1.9448 0.1988 -0.1213 -0.3568
O -1.5503 -0.9828 -0.3426 0.3175 0.5790 0.5933
C -0.0375 -3.9242 -1.9179 0.1389 -0.1084 -0.1221
O -0.4755 -3.9548 -3.0462 -0.0193 0.0308 0.0281
N 0.1323 -5.0482 -1.1446 -0.0748 0.0627 -0.0193
C 0.5146 -5.1279 0.1995 -0.0219 -0.0518 0.1090
O 0.5202 -6.1666 0.8015 0.0233 0.0346 -0.0282
H 1.0939 -1.7512 0.4020 0.0364 0.0352 0.0287
H -0.2080 -1.7548 -3.0163 0.0074 0.0095 0.0200
H 1.0857 -0.9566 -2.1169 0.0072 0.0266 -0.0448
H -0.1165 -5.9236 -1.5888 -0.0193 0.0026 -0.0045
C 1.3432 1.2468 -0.1517 0.7420 -0.3416 -0.3638
Ge 3.4013 1.2044 -0.2252 -0.1803 -0.0520 -0.1116
C 3.8395 -0.6468 -0.5275 -0.0055 -0.1146 0.0146
C 3.9877 -1.5331 0.5424 0.0389 0.0198 0.0241
C 4.3298 -2.8579 0.3151 -0.0542 -0.0273 0.0434
C 4.5070 -3.3153 -0.9833 0.0040 -0.0198 -0.0403
C 4.3540 -2.4470 -2.0567 0.0104 0.0049 0.0202
C 4.0310 -1.1160 -1.8296 -0.0910 0.0080 -0.0491
C 3.9027 1.8905 1.4945 -0.0279 0.0805 0.2829
C 3.2366 3.0019 2.0138 -0.0575 0.0136 -0.0393
C 3.5902 3.5362 3.2410 0.0356 -0.0039 0.0458
C 4.6254 2.9612 3.9679 -0.0117 0.0138 0.0079
C 5.3020 1.8627 3.4618 0.0107 0.0235 0.0300
C 4.9430 1.3282 2.2320 0.0194 -0.0401 -0.0734
C 3.7336 2.3329 -1.7449 0.0655 0.0940 -0.1756
C 4.9589 2.2226 -2.4037 0.0328 -0.0104 0.0334
C 5.2589 3.0504 -3.4756 -0.0046 0.0111 -0.0029
C 4.3407 4.0006 -3.8977 -0.0147 0.0014 0.0075
C 3.1196 4.1226 -3.2484 0.0688 0.0101 -0.0404
C 2.8211 3.2903 -2.1812 -0.0897 0.0418 0.0362
H 3.8575 -1.1905 1.5627 -0.0381 -0.0004 -0.0010
H 4.4579 -3.5333 1.1513 -0.0036 0.0055 -0.0037
H 4.7802 -4.3476 -1.1602 -0.0036 0.0014 0.0064
H 4.5095 -2.8011 -3.0674 -0.0060 0.0058 0.0001
H 3.9435 -0.4384 -2.6725 -0.0087 -0.0076 0.0101
H 2.4455 3.4799 1.4421 0.0520 -0.0067 -0.0032
H 3.0749 4.4047 3.6295 -0.0061 0.0161 -0.0101
H 4.9109 3.3783 4.9241 -0.0026 -0.0012 0.0058
H 6.1142 1.4230 4.0245 0.0123 -0.0089 -0.0111
H 5.4920 0.4768 1.8480 0.0019 0.0068 -0.0019
H 5.6945 1.4932 -2.0819 -0.0115 -0.0092 -0.0028
H 6.2111 2.9550 -3.9794 0.0084 0.0018 0.0020
H 4.5781 4.6481 -4.7308 -0.0056 0.0018 -0.0060
H 2.4083 4.8693 -3.5757 -0.0191 -0.0011 -0.0023
H 1.8592 3.3981 -1.6872 0.0453 -0.0464 0.0123
```
Forces are in eV/Å.

Output
HOMO energy (spin up / spin down)   -13.80 / -13.80 eV
Orbital gap (spin up / spin down)   0.2206 / 0.2141 Ha
2S+1   1
Maximum force   2.7 eV/Å
Net charge   +2

Atomic partial charges in e from the Mulliken method, atoms 1 to 5:
1 Re -0.778
2 C -1.536
3 C 0.529
4 C -1.706
5 C 1.129